{"formula": "H42O21", "method": "ωB97M-V/def2-TZVPD", "gap_ev": 10.4, "total_charge": 0, "symbols": ["O", "H", "H", "O", "H", "H", "O", "H", "H", "O", "H", "H", "O", "H", "H", "O", "H", "H", "O", "H", "H", "O", "H", "H", "O", "H", "H", "O", "H", "H", "O", "H", "H", "O", "H", "H", "O", "H", "H", "O", "H", "H", "O", "H", "H", "O", "H", "H", "O", "H", "H", "O", "H", "H", "O", "H", "H", "O", "H", "H", "O", "H", "H"], "coordinates": [[3.709, 0.480, 2.799], [3.639, 0.779, 3.717], [4.249, 1.165, 2.393], [-0.957, 0.290, -3.749], [-1.164, 0.887, -4.492], [-0.412, -0.330, -4.249], [1.630, -3.489, -1.265], [1.401, -2.762, -0.687], [1.433, -4.370, -0.967], [0.953, 3.952, 1.118], [0.852, 4.895, 1.008], [0.123, 3.489, 1.128], [-2.659, -2.336, 1.360], [-2.826, -3.238, 1.687], [-3.575, -2.030, 1.367], [-1.603, 3.175, -2.785], [-1.340, 3.877, -2.179], [-0.769, 2.690, -2.863], [3.147, -3.246, 1.527], [2.434, -2.631, 1.219], [3.417, -2.979, 2.418], [-1.501, -4.208, 2.610], [-1.414, -4.648, 1.747], [-0.610, -3.813, 2.549], [-0.286, 0.893, -0.700], [-0.265, 1.675, -0.134], [-0.434, 1.215, -1.605], [1.754, 1.757, -1.901], [1.829, 0.818, -1.612], [1.907, 1.641, -2.852], [-2.611, 1.261, 0.265], [-2.808, 0.376, 0.618], [-2.058, 0.963, -0.527], [0.093, -1.579, -0.298], [0.661, -0.808, -0.502], [-0.825, -1.207, -0.370], [-1.785, -3.763, -2.637], [-1.939, -3.211, -3.398], [-1.605, -4.688, -2.777], [-1.839, 3.491, 1.253], [-2.463, 2.765, 0.930], [-2.219, 4.367, 1.318], [0.451, 1.784, 4.564], [0.152, 2.675, 4.395], [0.412, 1.206, 3.806], [0.853, -1.638, -3.435], [1.268, -2.380, -3.871], [-0.023, -1.893, -3.061], [-0.337, -1.081, 3.610], [0.443, -0.792, 3.103], [-0.960, -1.548, 3.051], [1.218, 0.506, 1.539], [1.552, 1.153, 2.189], [1.784, 0.642, 0.779], [0.829, 4.549, -1.659], [1.573, 4.071, -2.038], [0.880, 4.378, -0.702], [-4.488, -0.317, -0.225], [-3.870, 0.057, -0.848], [-5.350, -0.509, -0.598], [3.203, -0.580, -0.572], [3.254, -0.690, 0.385], [3.897, -1.159, -0.893]], "mulliken_charge": [-0.579, 0.311, 0.305, -0.546, 0.284, 0.333, -0.588, 0.242, 0.253, -0.711, 0.290, 0.380, -0.468, 0.254, 0.237, -0.673, 0.319, 0.269, -0.604, 0.259, 0.309, -0.690, 0.347, 0.322, 0.778, -0.221, -0.017, -0.588, 0.115, 0.272, -0.673, 0.304, 0.443, -0.316, 0.320, -0.012, -0.586, 0.300, 0.288, -0.587, 0.325, 0.231, -0.632, 0.297, 0.325, -0.638, 0.243, 0.280, -0.703, 0.279, 0.336, -0.194, 0.170, 0.109, -0.649, 0.293, 0.353, -0.554, 0.260, 0.263, -0.550, 0.198, 0.285]}


{"formula": "H43O21", "method": "ωB97M-V/def2-TZVPD", "gap_ev": 9.4, "total_charge": 1, "symbols": ["O", "H", "H", "O", "H", "H", "O", "H", "H", "O", "H", "H", "O", "H", "H", "O", "H", "H", "O", "H", "H", "O", "H", "H", "O", "H", "H", "O", "H", "H", "O", "H", "H", "O", "H", "H", "O", "H", "H", "O", "H", "H", "O", "H", "H", "O", "H", "O", "H", "H", "O", "H", "H", "O", "H", "H", "O", "H", "H", "O", "H", "H", "H", "H"], "coordinates": [[0.656, 2.803, -1.849], [-0.885, 3.390, 1.790], [-1.745, 0.445, -2.521], [2.699, 1.781, 1.493], [2.541, 0.919, 1.955], [-1.701, -1.053, -4.258], [-0.801, -4.213, -0.246], [-0.695, -5.074, -0.602], [-3.514, 0.193, -3.507], [-2.859, 2.214, -0.880], [-2.808, 1.021, -4.614], [0.475, 3.076, 2.380], [-4.854, -1.358, 1.113], [2.441, -3.640, 1.369], [-4.458, -0.488, 1.480], [-3.018, 1.034, -3.719], [-0.029, 0.906, 3.967], [0.424, -1.736, -1.209], [3.989, 3.120, -1.077], [-5.252, -0.959, 0.369], [4.042, 3.949, -0.551], [-1.940, -1.564, -3.450], [0.040, 3.390, -1.669], [1.930, 4.407, 0.581], [3.060, -1.388, 3.170], [4.275, -1.169, 0.253], [2.208, -1.290, 3.596], [2.709, -2.818, 1.009], [0.277, 1.979, 5.101], [2.512, -2.159, 1.687], [-4.041, -1.099, -2.217], [-4.614, -1.743, -2.684], [3.801, 3.421, -2.055], [2.410, 1.142, -0.908], [2.620, 1.165, 0.169], [2.445, 2.121, -1.134], [4.475, -1.715, -0.547], [3.700, -1.633, 3.837], [4.937, -2.505, -0.164], [-0.506, -1.952, -1.330], [-0.620, -2.402, -0.487], [-1.309, -2.268, -3.638], [-0.715, 0.492, -2.040], [-2.604, -1.141, 3.640], [3.636, 1.868, 1.654], [0.467, -0.215, 0.685], [-3.714, -1.867, -1.637], [-3.175, -3.659, -0.086], [-3.485, -3.257, 0.751], [-2.991, -4.542, 0.289], [-1.729, -0.689, 3.735], [-1.201, -0.791, 2.990], [0.562, 2.242, -2.541], [-0.404, 3.163, 2.582], [-2.728, 1.852, 0.025], [3.285, 0.866, -1.314], [2.389, 5.074, 0.135], [1.940, 5.262, -0.631], [-2.840, 1.412, -1.454], [0.581, 1.381, 4.409], [-0.133, -4.063, 0.418], [-0.628, -0.533, -2.262], [0.915, -0.833, 0.098], [-0.445, -0.271, 0.549]], "mulliken_charge": [-0.480, 0.290, 0.114, -0.576, 0.297, 0.273, -0.552, 0.256, 0.363, -0.617, 0.276, 0.298, -0.595, 0.257, 0.309, -0.602, 0.278, 0.276, -0.697, 0.298, 0.324, -0.442, 0.191, 0.294, -0.627, 0.262, 0.323, -0.551, 0.272, 0.369, -0.597, 0.328, 0.329, -0.448, 0.423, 0.515, -0.603, 0.265, 0.299, -0.581, 0.236, 0.219, -0.391, 0.301, 0.368, -0.195, 0.240, -0.581, 0.266, 0.296, -0.635, 0.276, 0.235, -0.582, 0.275, 0.436, -0.615, 0.307, 0.300, -0.556, 0.252, 0.472, 0.034, 0.235]}


{"formula": "H43O21", "method": "ωB97M-V/def2-TZVPD", "gap_ev": 10.3, "total_charge": 1, "symbols": ["O", "H", "H", "O", "H", "H", "O", "H", "H", "O", "H", "H", "O", "H", "H", "O", "H", "H", "O", "H", "H", "O", "H", "H", "O", "H", "H", "O", "H", "H", "O", "H", "H", "O", "H", "H", "O", "H", "H", "O", "H", "H", "O", "H", "H", "O", "H", "O", "H", "H", "O", "H", "H", "O", "H", "H", "O", "H", "H", "O", "H", "H", "H", "H"], "coordinates": [[3.355, 1.937, -0.177], [-2.867, -1.864, 1.533], [-1.786, 3.890, 2.546], [-1.225, 1.057, 0.829], [-2.235, 0.995, 1.145], [0.672, -2.137, -3.321], [-2.219, -1.371, 1.982], [-2.520, -1.422, 2.877], [2.587, -0.892, 3.149], [-1.108, -4.622, 1.210], [2.507, -2.560, 3.657], [-4.476, 0.944, 2.921], [1.185, 3.366, -4.291], [2.952, 0.441, 1.511], [1.502, 2.574, -4.036], [2.437, -1.619, 3.895], [4.822, -1.749, 0.403], [0.735, 1.938, -0.115], [-0.163, 0.725, -1.064], [0.911, 3.836, -3.459], [-0.139, 0.938, 3.831], [-0.029, -2.579, -3.712], [2.811, 2.439, -0.759], [0.639, -0.479, 3.450], [2.654, -0.437, -2.834], [-1.796, 3.378, -1.137], [-0.150, -3.573, 3.870], [3.625, 0.329, 2.237], [-0.608, -4.741, 0.516], [0.058, 2.110, -3.940], [4.082, -1.674, 0.938], [4.151, -1.821, 1.820], [-0.567, 0.949, -1.873], [-1.443, -2.669, -1.254], [-1.518, -2.544, -2.174], [0.599, 0.258, -1.389], [-1.876, 3.993, -1.908], [3.082, -0.673, -3.609], [-1.414, 3.713, -2.796], [1.021, 2.817, -0.634], [0.742, 3.456, -0.003], [0.029, -2.129, -4.703], [-0.930, 3.331, 2.516], [-1.253, 1.130, -3.992], [-1.043, 1.545, 1.602], [-3.340, -0.163, -3.793], [3.975, 2.158, 0.220], [-0.304, -1.344, 0.513], [-1.022, -1.782, -0.255], [-0.573, -0.282, 0.161], [-0.558, 1.514, -3.417], [3.284, 0.174, -2.482], [-0.886, -1.551, 1.371], [-4.331, 0.183, 2.205], [4.370, 0.470, 1.528], [-0.950, -3.563, -1.264], [-0.099, 0.113, 3.241], [-4.887, -0.621, 2.457], [-0.940, -3.734, 1.339], [-0.756, -2.813, 3.488], [-1.057, -2.585, 4.345], [-0.154, 3.779, 2.713], [-3.894, -0.060, -3.089], [-3.517, -0.932, -4.333]], "mulliken_charge": [-0.514, 0.205, 0.293, -0.210, 0.168, 0.319, -0.353, 0.226, 0.261, -0.579, 0.279, 0.325, -0.669, 0.388, 0.320, -0.639, 0.257, 0.280, -0.298, 0.357, 0.268, -0.708, 0.294, 0.314, -0.489, 0.305, 0.252, -0.719, 0.263, 0.233, -0.520, 0.288, 0.100, -0.486, 0.244, 0.151, -0.633, 0.271, 0.307, -0.589, 0.235, 0.344, -0.575, 0.210, 0.035, -0.548, 0.179, -0.429, 0.461, 0.693, -0.504, 0.227, 0.233, -0.602, 0.349, 0.337, -0.453, 0.301, 0.389, -0.518, 0.261, 0.256, 0.274, 0.284]}


{"formula": "H46O23", "method": "ωB97M-V/def2-TZVPD", "gap_ev": 8.6, "total_charge": 0, "symbols": ["O", "H", "H", "O", "H", "H", "O", "H", "H", "O", "H", "H", "O", "H", "H", "O", "H", "H", "O", "H", "H", "O", "H", "H", "O", "H", "H", "O", "H", "H", "O", "H", "H", "O", "H", "H", "O", "H", "H", "O", "H", "H", "O", "H", "H", "O", "H", "H", "O", "H", "H", "O", "H", "H", "O", "H", "H", "O", "H", "H", "O", "H", "H", "O", "H", "H", "O", "H", "H"], "coordinates": [[2.602, -3.852, -1.815], [3.300, -4.027, -1.184], [2.744, -4.491, -2.513], [0.517, -2.127, -5.440], [0.403, -1.954, -4.506], [0.399, -1.274, -5.858], [1.375, 1.642, -3.902], [1.513, 2.583, -4.010], [2.117, 1.350, -3.372], [0.088, -3.619, -0.179], [-0.102, -4.297, 0.470], [0.998, -3.776, -0.431], [0.729, -0.169, -0.110], [0.299, -0.062, 0.738], [0.249, 0.415, -0.698], [-0.588, 1.765, -1.367], [-1.161, 1.256, -1.941], [-0.041, 2.274, -1.965], [-0.268, -5.056, -2.646], [-0.018, -4.398, -1.998], [-0.534, -5.815, -2.128], [-3.563, 2.436, -1.662], [-4.009, 2.480, -0.816], [-2.862, 3.085, -1.598], [-3.985, 0.017, 3.025], [-4.695, -0.310, 3.577], [-3.894, -0.642, 2.337], [-0.692, 0.907, 2.615], [-0.047, 0.869, 3.322], [-0.907, -0.009, 2.438], [-4.100, 0.716, -3.903], [-4.277, -0.161, -3.563], [-3.849, 1.226, -3.133], [3.901, -0.299, 2.808], [4.264, -1.181, 2.884], [3.863, 0.023, 3.708], [0.398, -1.980, -2.708], [1.148, -2.477, -2.381], [0.085, -1.489, -1.949], [1.843, 4.192, 1.076], [0.931, 3.963, 1.256], [2.324, 3.373, 1.193], [0.542, 0.688, -6.205], [-0.395, 0.844, -6.084], [0.951, 1.076, -5.431], [1.283, 0.720, 4.486], [2.075, 1.185, 4.215], [1.453, 0.466, 5.393], [-4.628, 2.169, 1.129], [-4.020, 1.540, 1.516], [-4.928, 2.700, 1.867], [2.732, 1.492, 0.898], [3.218, 0.883, 1.454], [2.087, 0.946, 0.450], [0.614, -2.756, 4.975], [1.130, -3.315, 4.394], [0.335, -2.027, 4.421], [3.664, 1.542, -1.755], [4.524, 1.811, -2.076], [3.697, 1.706, -0.813], [-0.534, 3.292, 0.798], [-0.660, 2.877, -0.056], [-0.639, 2.579, 1.428], [-1.896, 2.148, 5.157], [-2.088, 1.881, 4.258], [-2.472, 1.607, 5.696], [-0.787, -2.003, 2.108], [-0.479, -2.581, 1.410], [-1.272, -2.579, 2.700]], "mulliken_charge": [-0.573, 0.253, 0.296, -0.634, 0.407, 0.393, -0.686, 0.321, 0.304, -0.800, 0.304, 0.344, -0.632, 0.311, 0.304, -0.802, 0.276, 0.317, -0.614, 0.418, 0.261, -0.641, 0.334, 0.268, -0.557, 0.247, 0.308, -0.358, 0.408, 0.122, -0.621, 0.309, 0.356, -0.573, 0.261, 0.244, -0.605, 0.224, 0.272, -0.690, 0.395, 0.327, -0.716, 0.310, 0.444, -0.525, 0.237, 0.244, -0.671, 0.378, 0.292, -0.652, 0.324, 0.453, -0.630, 0.299, 0.324, -0.567, 0.264, 0.345, -0.737, 0.436, 0.311, -0.617, 0.295, 0.295, -0.526, 0.283, 0.310]}


Calculated total energy, -43678.570; -43685.124; -43682.737; -47841.053 eV (same order as the records).
Calculated ΔE to the lowest compared entry with this formula, charge and spin, 699.1; 741.5; 971.8; 249.6 kJ/mol (same order as the records).
Calculated lowest unoccupied orbital energy, 0.0; -2.9; -2.6; -0.8 eV (same order as the records).